{"formula": "C25H38BN8OPdS2", "method": "ωB97M-V/def2-TZVPD", "species": ["Pd", "C", "C", "C", "C", "C", "N", "N", "B", "N", "N", "C", "C", "C", "C", "C", "N", "N", "C", "C", "C", "C", "C", "H", "H", "H", "H", "H", "H", "H", "H", "H", "H", "H", "H", "H", "H", "H", "H", "H", "H", "H", "H", "H", "H", "C", "C", "C", "C", "C", "C", "C", "S", "C", "O", "H", "H", "H", "H", "H", "H", "H", "H", "H", "H", "C", "N", "C", "N", "S", "H", "H", "H", "H", "H", "H"], "coordinates": [[1.2389, -0.4120, -1.1094], [0.6674, -3.8923, -1.9990], [-0.4532, -3.4743, -1.1016], [-1.6415, -4.1611, -0.7703], [-2.2954, -3.3304, 0.1186], [-3.5981, -3.5532, 0.8170], [-1.5351, -2.2251, 0.2790], [-0.4115, -2.3101, -0.4698], [-1.7937, -1.0395, 1.2448], [-0.7719, -1.0273, 2.4020], [0.5575, -1.1103, 2.1829], [1.1377, -1.0885, 3.3691], [2.6252, -1.1813, 3.4853], [0.1723, -0.9751, 4.3912], [-1.0346, -0.9408, 3.7289], [-2.4113, -0.8291, 4.3004], [-1.7979, 0.3165, 0.4867], [-0.7107, 0.7977, -0.1645], [-1.0204, 2.0135, -0.5899], [-0.0189, 2.8556, -1.3099], [-2.3467, 2.3271, -0.2338], [-2.8019, 1.2215, 0.4568], [-4.1531, 0.9925, 1.0549], [0.2951, -4.3775, -2.9028], [1.3281, -4.5969, -1.4876], [1.2546, -3.0174, -2.2792], [-1.9688, -5.1283, -1.1174], [-4.0224, -4.5014, 0.4879], [-4.3142, -2.7573, 0.6034], [-3.4682, -3.5881, 1.8999], [-2.8848, -1.1844, 1.7237], [3.0303, -1.5114, 2.5299], [2.9177, -1.8993, 4.2540], [3.0744, -0.2184, 3.7429], [0.3293, -0.9349, 5.4578], [-2.3462, -0.7529, 5.3855], [-3.0233, -1.6974, 4.0499], [-2.9298, 0.0554, 3.9266], [0.7234, 2.2178, -1.7951], [0.5040, 3.5144, -0.6140], [-0.4999, 3.4866, -2.0617], [-2.8909, 3.2379, -0.4308], [-4.7793, 1.8644, 0.8667], [-4.1025, 0.8296, 2.1314], [-4.6358, 0.1155, 0.6183], [3.2663, 5.4827, -0.6056], [3.3422, 3.9834, -0.7330], [3.1105, 3.1588, 0.3671], [3.1248, 1.7803, 0.2479], [3.3819, 1.1906, -0.9913], [3.6304, 2.0006, -2.0916], [3.6018, 3.3814, -1.9584], [3.4017, -0.6029, -1.2261], [4.6838, -0.8817, 0.0385], [4.1423, -0.8555, -2.4987], [3.3692, 5.7923, 0.4351], [2.3048, 5.8573, -0.9675], [4.0496, 5.9724, -1.1866], [2.8972, 3.6077, 1.3317], [2.8913, 1.1588, 1.1048], [3.8350, 1.5240, -3.0426], [3.7842, 4.0039, -2.8289], [5.5580, -0.2971, -0.2494], [4.9153, -1.9464, 0.0294], [4.3171, -0.5849, 1.0175], [-3.2257, -0.8314, -2.4277], [-1.8442, -1.0092, -2.8121], [-1.0634, -0.0335, -3.2975], [-1.6907, 1.1568, -3.5599], [0.5716, -0.2582, -3.6083], [-3.6073, -1.7926, -2.0894], [-3.8189, -0.4923, -3.2800], [-3.3386, -0.1174, -1.6040], [-1.3435, -1.7958, -2.4233], [-2.4121, 1.4248, -2.9019], [-1.0286, 1.8932, -3.7470]], "forces_ev_per_angstrom": [[-0.3, -0.4, -0.1], [0.0, 0.0, 0.1], [0.0, 0.0, 0.0], [0.0, 0.1, 0.0], [0.0, -0.1, 0.0], [0.0, 0.0, 0.0], [0.0, 0.1, 0.1], [0.0, -0.1, 0.0], [0.2, 0.0, -0.1], [-0.1, 0.0, 0.0], [0.1, -0.1, 0.0], [-0.1, 0.0, 0.0], [-0.1, 0.0, 0.0], [0.1, 0.0, 0.0], [0.0, 0.0, 0.0], [0.0, 0.0, 0.0], [-0.1, 0.0, 0.0], [0.1, 0.1, 0.0], [0.0, 0.0, 0.0], [0.0, 0.0, 0.0], [0.0, 0.1, 0.0], [0.0, 0.0, 0.0], [0.1, 0.0, 0.0], [0.0, 0.0, 0.0], [0.0, 0.0, 0.0], [0.0, 0.0, 0.0], [0.0, 0.0, 0.0], [0.0, 0.0, 0.0], [0.0, 0.0, 0.0], [0.0, 0.0, 0.0], [0.0, 0.0, 0.0], [0.0, 0.0, 0.0], [0.0, 0.0, 0.0], [0.0, 0.0, 0.0], [0.0, 0.0, 0.0], [0.0, 0.0, 0.0], [0.0, 0.0, 0.0], [0.0, 0.0, 0.0], [0.0, 0.0, 0.0], [0.0, 0.0, 0.0], [0.0, 0.0, 0.0], [0.0, 0.0, 0.0], [0.0, 0.0, 0.0], [0.0, 0.0, 0.0], [0.0, 0.0, 0.0], [0.0, 0.0, 0.0], [0.0, 0.0, 0.0], [0.0, 0.0, 0.0], [0.0, -0.1, 0.0], [0.2, 0.2, 0.1], [0.1, -0.1, -0.1], [0.0, 0.0, 0.0], [0.1, 0.6, 0.1], [0.0, -0.1, -0.1], [0.0, 0.0, 0.1], [0.0, 0.0, 0.0], [0.0, 0.0, 0.0], [0.0, 0.0, 0.0], [0.0, 0.0, 0.0], [0.0, 0.0, 0.0], [0.0, 0.0, 0.0], [0.0, 0.0, 0.0], [0.0, 0.0, 0.0], [0.0, 0.0, 0.0], [0.0, 0.0, 0.0], [0.0, 0.0, 0.0], [0.0, 0.1, -0.1], [-0.1, 0.0, 0.0], [0.0, 0.0, 0.0], [-0.1, 0.0, 0.0], [0.0, 0.0, 0.0], [0.0, 0.0, 0.0], [0.0, 0.0, 0.0], [0.0, 0.0, 0.0], [0.0, 0.0, 0.0], [0.0, 0.0, 0.0]], "e_lumo_ev": 2.571, "multiplicity": 1, "total_charge": -1, "de_lowest_kcal_mol": 14.8, "total_energy_ha": -2437.9948}